ORCA calculation (ωB97M-V/def2-TZVPD) on a cluster of 2 separate species, C4H4F2N2 in total.

Structure (XYZ):
```
12
Properties=species:S:1:pos:R:3:forces:R:3:mulliken_charge:R:1
C -0.0562 0.2797 -0.0817 -1.0 2.1 2.1 0.61
C 1.1999 0.7518 -0.0877 -0.7 -2.0 -0.3 -0.65
C 2.2314 -0.1560 -0.1509 5.9 -6.8 -0.9 0.17
C -0.6367 -1.0771 -0.3246 -1.5 -3.1 -3.1 0.22
H -0.8758 2.1190 0.8391 0.5 -2.7 -1.7 0.30
H -2.3192 0.6831 0.9232 4.7 1.6 -2.6 0.33
H 1.3868 1.7412 0.1295 0.3 2.0 0.4 0.43
H -0.2426 -1.8305 -1.2375 -0.8 2.8 2.3 0.26
N -1.0293 1.2258 0.2176 -5.0 0.8 3.7 -0.67
N 3.0196 -1.0912 -0.2079 -4.3 5.5 0.4 -0.49
F -0.6556 -1.9935 0.7448 -0.5 2.4 -1.2 -0.22
F -2.0225 -0.6522 -0.7639 2.5 -2.6 1.0 -0.29
```
Positions in Å, forces in eV/Å.

Computed properties:
**Relative energy (zero: lowest compared OMol25 entry of this formula, charge and spin)**: 485.86 kJ/mol
**HOMO energy**: -9.108 eV
**LUMO energy**: -0.0305 Ha


ORCA calculation (ωB97M-V/def2-TZVPD) on the ion C2H5N6 with charge +1.

Structure (XYZ):
```
13
Properties=species:S:1:pos:R:3:forces:R:3:mulliken_charge:R:1
C 1.8178 -1.5269 -0.8758 0.3 1.7 1.1 -0.55
N 0.4914 -0.7425 -0.1697 -1.4 0.2 -1.7 0.45
N -0.6414 -0.4013 -0.8537 0.4 -1.5 -1.9 -0.01
N -1.6829 0.3162 -0.7149 0.0 -0.3 -2.5 -0.34
C -2.0027 1.3043 0.1333 7.0 -4.8 3.1 0.21
N -1.1290 1.2969 1.1812 -4.8 2.2 0.4 -0.01
N 0.2601 0.9841 1.3149 0.3 2.1 1.2 -0.39
N 0.8847 0.1583 0.7374 2.2 -0.4 0.7 0.05
H 1.8119 -1.6768 -1.9847 -1.0 0.1 1.2 0.31
H 2.6988 -0.8232 -0.6503 -1.6 -0.9 -0.2 0.30
H 1.9354 -2.4272 -0.2466 -0.4 0.4 -0.7 0.28
H -2.9413 1.6904 0.1378 -2.4 1.7 0.0 0.42
H -1.5028 1.8476 1.9910 1.4 -0.5 -0.7 0.28
```
Positions in Å, forces in eV/Å.

Computed properties:
**Relative energy (zero: lowest compared OMol25 entry of this formula, charge and spin)**: 466.97 kJ/mol
**Total charge**: +1
**HOMO energy (spin up / spin down)**: -14.205 / -14.354 eV
**Structure (SMILES)**: CN1N=NC=[NH+]N=N1
**LUMO energy (spin up / spin down)**: -0.2726 / -0.2731 Ha


ORCA calculation (ωB97M-V/def2-TZVPD) on the molecule CH3NO2.

Structure (XYZ):
```
7
Properties=species:S:1:pos:R:3:forces:R:3:mulliken_charge:R:1
O 1.3963 -0.8147 -0.0398 0.4 -0.4 0.0 -0.57
C 0.8464 0.2541 -0.0021 -3.2 -1.0 -0.3 0.13
N -0.5223 0.3914 -0.1595 0.5 -0.3 0.3 -0.11
O -1.2768 -0.7582 0.0254 0.9 -1.5 -0.6 -0.41
H 1.1920 1.2129 0.1415 2.0 2.2 0.2 0.36
H -1.0551 1.1854 0.1734 0.5 0.0 0.0 0.25
H -0.5805 -1.4709 -0.1390 -1.1 0.9 0.3 0.36
```
Positions in Å, forces in eV/Å.

Computed properties:
**Relative energy (zero: lowest compared OMol25 entry of this formula, charge and spin)**: 270.18 kJ/mol
**HOMO energy**: -9.578 eV
**Structure (SMILES)**: O=CNO
**LUMO energy**: 0.0324 Ha


ORCA calculation (ωB97M-V/def2-TZVPD) on a cluster of 8 separate species, C20H32BrCl2N7O4P2S in total.

Structure (XYZ):
```
69
Properties=species:S:1:pos:R:3:forces:R:3:mulliken_charge:R:1
O 7.8659 0.1988 2.6656 0.5 -0.3 0.4 -0.42
C 7.0070 0.6671 2.0196 -0.2 0.1 -0.3 0.30
Br 5.7161 1.8506 2.8888 -0.2 0.2 0.1 -0.18
C 6.8413 0.4960 0.5413 0.0 0.1 -0.1 -0.59
P 6.0416 -1.0769 -0.0861 0.1 0.0 0.0 -0.09
C 4.2268 -0.7958 -0.3355 0.1 0.0 -0.2 -0.86
C 3.4905 0.3506 0.3588 -0.2 0.1 -0.1 0.04
C 2.6827 0.0423 1.6178 0.0 0.2 0.3 -0.91
C 1.7870 -1.1933 1.6397 0.1 -0.1 0.2 -0.30
S 0.3197 -0.9700 0.6485 -0.2 0.1 0.3 1.22
O -0.7955 -0.7578 1.5235 0.0 0.1 -0.2 -0.61
O 0.5545 -0.0642 -0.4343 -0.1 0.0 -0.1 -0.53
Cl 0.0635 -2.8031 -0.1565 0.0 -0.3 -0.2 -0.25
P 6.0580 -2.6805 1.4062 -0.4 -0.2 -0.2 0.26
O 7.6663 -2.7951 1.6988 0.2 0.0 -0.2 -0.45
Cl 5.4588 -1.9289 3.2317 0.0 0.0 0.1 -0.21
H 7.8665 0.4489 0.1595 -0.2 0.0 0.0 0.42
H 6.3352 1.3496 0.0827 0.0 -0.1 0.1 0.56
H 4.1444 -0.6430 -1.4164 0.0 -0.1 0.1 0.49
H 3.7745 -1.7781 -0.1473 0.0 0.1 -0.1 0.30
H 2.8114 0.7907 -0.3710 0.0 0.0 0.0 0.19
H 4.1903 1.1443 0.6201 0.0 0.0 0.0 0.23
H 2.0437 0.9152 1.8101 0.2 -0.1 0.1 0.31
H 3.3359 -0.0395 2.4938 0.0 -0.1 -0.2 0.31
H 1.3648 -1.3298 2.6400 0.1 0.0 -0.1 0.42
H 2.2610 -2.1348 1.3560 0.0 0.1 -0.1 -0.02
H 8.0584 -3.3176 0.9812 0.1 0.0 0.3 0.36
C -2.4446 2.0609 -0.1298 0.1 0.0 0.0 0.17
C -2.2376 3.5025 -0.0631 0.1 0.6 0.0 0.20
N -2.0364 4.6360 -0.0130 -0.1 -0.6 0.0 -0.44
H -1.4908 1.5633 0.0382 0.0 -0.1 0.0 -0.16
H -3.1427 1.7384 0.6404 0.0 0.1 0.0 0.14
H -2.8387 1.7832 -1.1060 0.0 0.0 0.0 0.08
C 1.3996 4.5917 -0.7149 -0.1 0.0 0.0 -0.62
C 2.6735 4.4903 -1.4131 0.4 0.0 -0.2 0.28
N 3.6751 4.4110 -1.9740 -0.3 0.0 0.2 -0.43
H 0.6600 3.9609 -1.2050 0.0 0.0 0.0 0.12
H 1.5100 4.2721 0.3202 0.0 0.0 0.0 0.26
H 1.0421 5.6192 -0.7301 0.0 0.0 0.0 0.37
C -6.0969 0.1937 0.3277 0.0 0.0 0.0 -0.64
C -5.6163 0.5284 -1.0043 0.1 0.2 -0.4 0.44
N -5.2297 0.8110 -2.0507 0.0 -0.2 0.3 -0.43
H -5.2587 0.1731 1.0233 0.0 0.0 0.0 0.25
H -6.8162 0.9446 0.6515 0.0 0.0 0.0 0.07
H -6.5680 -0.7876 0.3143 0.0 0.0 0.0 0.32
C 3.8117 -6.1242 2.8924 0.0 -0.1 0.0 -0.81
C 3.1939 -5.2992 1.8666 -0.1 0.4 -0.4 0.32
N 2.7325 -4.6256 1.0559 0.1 -0.2 0.3 -0.34
H 3.1915 -6.1296 3.7867 0.0 0.0 0.0 0.28
H 3.9250 -7.1438 2.5289 0.0 0.0 0.0 0.30
H 4.7922 -5.7194 3.1394 0.0 0.0 0.0 0.24
C -5.5435 -0.1751 -5.2414 -0.1 0.0 0.0 -0.53
C -5.7832 -0.8331 -6.5182 0.0 -0.2 -0.4 0.24
N -5.9721 -1.3586 -7.5240 0.0 0.2 0.3 -0.38
H -4.4755 -0.0610 -5.0781 0.0 0.0 0.0 0.08
H -6.0137 0.8061 -5.2317 0.0 0.0 0.0 0.32
H -5.9675 -0.7700 -4.4347 0.0 0.0 0.0 0.22
C -2.2558 -1.6743 -3.0273 0.0 0.0 0.1 -0.15
C -2.2054 -1.3776 -4.4513 0.0 0.1 -0.5 0.30
N -2.1856 -1.1365 -5.5769 0.0 -0.1 0.5 -0.42
H -1.2776 -1.5079 -2.5788 0.0 0.0 0.0 0.02
H -2.9863 -1.0254 -2.5435 0.0 0.0 0.0 -0.02
H -2.5452 -2.7131 -2.8778 0.0 0.0 0.0 0.31
C -7.8102 3.0517 3.7361 0.0 0.0 0.1 -0.80
C -7.7725 3.0965 2.2813 0.0 0.1 -0.5 0.40
N -7.7437 3.1554 1.1324 0.0 -0.1 0.4 -0.41
H -6.8176 3.2469 4.1376 0.0 0.0 0.0 0.27
H -8.4987 3.8079 4.1082 0.0 0.0 0.0 0.29
H -8.1459 2.0715 4.0695 0.0 0.0 0.0 0.27
```
Positions in Å, forces in eV/Å.

Computed properties:
**HOMO energy**: -9.089 eV
**Structure (SMILES)**: O=C(Br)CP(CCCCS(=O)(=O)Cl)#P(O)Cl.CC#N.CC#N.CC#N.CC#N.CC#N.CC#N.CC#N
**LUMO energy**: -0.0007 Ha


ORCA calculation (ωB97M-V/def2-TZVPD) on a cluster of 2 separate species, C2H5ClOS in total.

Structure (XYZ):
```
10
Properties=species:S:1:pos:R:3:forces:R:3:mulliken_charge:R:1
C -1.3006 -0.8780 0.3252 -1.9 0.8 -2.8 -0.72
C 0.6191 0.8201 -0.4773 1.8 -1.0 0.0 -0.13
O 1.5979 1.7177 -0.3353 -1.0 -0.7 1.7 -0.39
S -0.5976 0.6994 0.7191 0.3 0.8 1.2 0.03
Cl 1.8956 -1.2106 0.0758 -0.6 0.9 -0.4 -0.47
H -2.2842 -1.0062 0.8455 0.9 0.4 -0.5 0.32
H -0.6614 -1.7292 0.5216 0.4 0.2 -0.2 0.32
H -1.5101 -0.6150 -0.8246 0.2 -1.8 2.3 0.23
H 0.4544 0.5000 -1.5048 0.0 0.0 0.2 0.42
H 1.7868 1.7018 0.6549 0.0 0.4 -1.5 0.40
```
Positions in Å, forces in eV/Å.

Computed properties:
**Relative energy (zero: lowest compared OMol25 entry of this formula, charge and spin)**: 117.48 kJ/mol
**HOMO energy**: -9.186 eV
**LUMO energy**: -0.0208 Ha


ORCA calculation (ωB97M-V/def2-TZVPD) on a structure of composition C6H16N2.

Structure (XYZ):
```
24
Properties=species:S:1:pos:R:3:forces:R:3:mulliken_charge:R:1
C -0.0689 1.6052 -1.5013 0.3 0.9 0.4 -1.05
N 0.6777 0.5321 -0.8759 -1.3 -0.7 -0.4 0.23
C 2.0530 0.3161 -1.2128 0.1 1.1 0.1 -1.20
C 0.4671 -1.9597 -0.9110 0.4 -0.1 -0.6 -1.58
C -0.1810 -0.6428 -0.5484 1.1 0.8 1.7 0.23
C -0.3528 -0.5217 0.9943 -3.2 -5.2 -3.1 -1.04
N -1.5033 0.5645 1.1665 4.5 -0.7 1.4 -0.44
C -1.8785 0.4620 2.5945 0.0 1.5 0.7 -0.86
H 0.5935 2.3812 -1.8962 0.1 -0.2 -0.1 0.36
H -0.7817 1.3394 -2.2904 0.2 -0.4 -0.1 0.30
H -0.6320 2.0964 -0.7048 -0.3 0.1 -0.2 0.31
H 2.4908 1.3119 -1.1569 0.3 0.1 -0.2 0.41
H 2.2804 -0.0791 -2.2086 0.0 -0.3 0.0 0.32
H 2.5572 -0.2348 -0.4210 0.0 -0.4 -0.2 0.35
H 0.8619 -1.9367 -1.9298 -0.2 0.0 -0.1 0.42
H 1.3414 -2.1471 -0.2847 -0.1 -0.1 0.2 0.35
H -0.1924 -2.8203 -0.8486 -0.2 0.1 0.2 0.38
H -1.1918 -0.5104 -0.9200 0.1 -0.1 -0.6 0.47
H 0.6495 -0.5994 1.3863 0.5 1.2 1.0 0.19
H -0.8322 -1.4615 1.3005 0.1 -0.1 0.3 0.66
H -0.4072 0.8137 1.2166 -2.5 3.5 0.3 0.26
H -1.3898 -0.3388 3.1349 -0.2 -0.4 0.0 0.32
H -2.9529 0.4553 2.7738 -0.1 -0.6 -0.6 0.30
H -1.6080 1.3744 3.1429 0.3 0.0 -0.1 0.30
```
Positions in Å, forces in eV/Å.

Computed properties:
**Relative energy (zero: lowest compared OMol25 entry of this formula, charge and spin)**: 420.95 kJ/mol
**HOMO energy**: -7.956 eV
**LUMO energy**: 0.0363 Ha


ORCA calculation (ωB97M-V/def2-TZVPD) on the molecule C4H8N2O.

Structure (XYZ):
```
15
Properties=species:S:1:pos:R:3:forces:R:3:mulliken_charge:R:1
N -0.8190 2.4776 0.5401 0.0 -1.1 -0.1 -0.47
C -0.8304 1.3240 0.4559 0.0 1.0 0.1 0.01
C -0.8058 -0.1527 0.3939 0.2 0.1 0.0 0.75
N -2.1206 -0.6251 -0.0309 -0.1 -0.2 0.2 -0.71
C 0.2695 -0.6465 -0.5891 0.0 0.0 0.0 -0.81
C 1.5545 0.1678 -0.5301 -0.1 0.0 -0.3 -0.63
O 2.0043 0.2474 0.8133 0.1 0.2 0.1 -0.54
H -0.5104 -0.4783 1.4028 -0.1 0.1 -0.1 0.14
H -2.0980 -1.6369 -0.1168 0.0 0.1 0.0 0.24
H -2.8216 -0.4009 0.6692 0.0 0.0 -0.1 0.26
H -0.1424 -0.6159 -1.6043 0.1 0.0 0.1 0.34
H 0.4860 -1.6934 -0.3434 -0.1 0.1 0.0 0.37
H 1.3695 1.1678 -0.9421 0.0 -0.1 0.1 0.40
H 2.3228 -0.3101 -1.1522 -0.1 0.1 0.1 0.33
H 2.1415 1.1751 1.0338 0.0 -0.2 0.0 0.34
```
Positions in Å, forces in eV/Å.

Computed properties:
**Relative energy (zero: lowest compared OMol25 entry of this formula, charge and spin)**: 153.66 kJ/mol
**HOMO energy**: -10.149 eV
**Structure (SMILES)**: N#C[C@@H](N)CCO
**LUMO energy**: 0.0292 Ha


| no. | E (Ha) |
| --- | --- |
| 1 | -463.8749 |
| 2 | -407.1777 |
| 3 | -245.0762 |
| 4 | -6040.8036 |
| 5 | -1012.7638 |
| 6 | -347.5645 |
| 7 | -341.9451 |